(1)
ORCA calculation (ωB97M-V with the def2-TZVPD basis set) on a cluster of 9 separate species, C32H61F15O26P4 in total in a non-equilibrium geometry.

Structure (XYZ):
```
138
Properties=species:S:1:pos:R:3:lowdin_charge:R:1
C -8.50208 0.30663 2.82664 -0.048
C -8.16776 -0.41851 1.51270 -0.216
O -7.26521 -1.46877 1.78406 0.003
C -6.35884 -1.92720 0.85726 -0.295
O -6.38015 -1.59042 -0.31469 0.132
C -5.44856 -3.10133 1.37741 -0.495
F -5.33609 -3.00834 2.73096 0.134
F -5.94083 -4.26977 0.97357 0.188
F -4.16991 -2.97354 0.95824 0.139
H -9.47415 0.79770 2.78163 0.077
H -7.73635 1.05384 3.03503 0.071
H -8.48903 -0.36987 3.68120 0.080
H -7.75794 0.20759 0.72013 0.122
H -9.07920 -0.81990 1.06970 0.125
C -3.45476 -0.65064 -2.19896 -0.058
C -3.49380 -2.04248 -2.80811 -0.167
O -2.17631 -2.60060 -2.81244 -0.016
C -1.09479 -2.21090 -3.54941 -0.281
O -1.08425 -1.27635 -4.38619 0.108
C 0.24660 -2.90331 -3.17279 -0.506
F 1.07734 -2.99716 -4.23732 0.154
F 0.81422 -2.12978 -2.19075 0.141
F 0.07352 -4.13224 -2.71487 0.171
H -4.43573 -0.17962 -2.26187 0.083
H -2.71943 0.02841 -2.63055 0.065
H -3.21963 -0.59793 -1.13592 0.061
H -3.85078 -2.09234 -3.83679 0.130
H -4.15104 -2.67895 -2.21562 0.120
C -4.85359 1.29084 7.61606 -0.075
C -5.14356 0.99124 6.19204 -0.259
O -3.91743 0.77276 5.51764 0.010
C -3.68452 -0.47113 4.90720 -0.269
O -4.52069 -1.31433 4.63497 0.138
C -2.19967 -0.63868 4.45049 -0.573
F -1.50836 0.34543 4.90088 0.218
F -1.67215 -1.75760 5.00437 0.154
F -2.17301 -0.72920 3.11777 0.165
H -4.20521 2.16162 7.71329 0.083
H -4.23156 0.49037 8.01658 0.085
H -5.74631 1.44413 8.22241 0.087
H -5.80082 1.77041 5.80602 0.125
H -5.79122 0.11543 6.15203 0.117
C -1.80947 4.93944 -3.51695 -0.033
C -2.10112 6.02366 -2.42017 -0.176
O -1.70060 5.63413 -1.11271 0.026
C -0.56026 6.02057 -0.57890 -0.377
O 0.22328 6.81159 -1.04886 0.156
C -0.37018 5.51391 0.87607 -0.537
F 0.82159 4.84729 0.94117 0.132
F -0.27877 6.52899 1.72494 0.190
F -1.34599 4.67633 1.16378 0.178
H -0.72676 4.81376 -3.51078 0.069
H -2.07761 5.15829 -4.55054 0.079
H -2.29193 3.99297 -3.27296 0.062
H -3.17807 6.19171 -2.41564 0.118
H -1.67539 7.00867 -2.61155 0.122
C 6.08840 4.00075 1.40465 -0.064
C 6.25601 4.56329 0.03937 -0.210
O 5.03179 5.02461 -0.54116 0.002
C 4.90325 5.77114 -1.65873 -0.358
O 5.83086 6.15953 -2.35476 0.148
C 3.46074 6.16684 -1.89183 -0.601
F 3.34977 6.58896 -3.18116 0.152
F 2.69003 5.16131 -1.59137 0.191
F 3.14054 7.19639 -1.14272 0.195
H 5.53100 3.06407 1.39990 0.054
H 5.71097 4.68555 2.16405 0.091
H 7.04955 3.61165 1.74064 0.088
H 6.58339 3.82357 -0.69119 0.120
H 6.92510 5.41630 0.15251 0.132
C 3.28624 0.66382 3.41838 -0.047
O 4.28714 -0.37268 3.62732 -0.212
P 5.52566 -0.43775 2.64343 0.364
O 6.35293 0.78324 2.75488 -0.238
O 6.25146 -1.80727 3.00078 -0.204
C 5.68216 -3.06637 2.74428 -0.099
O 4.93370 -0.66938 1.18066 -0.234
C 5.78767 -0.56560 0.05178 -0.089
H 2.98019 1.06005 4.38659 0.096
H 2.49680 0.20605 2.82228 0.079
H 3.80273 1.48139 2.91548 0.071
H 5.09425 -3.03363 1.82701 0.088
H 5.20461 -3.38453 3.67101 0.097
H 6.49902 -3.76697 2.57113 0.089
H 5.85204 -1.56249 -0.38430 0.089
H 6.80497 -0.23161 0.25579 0.094
H 5.29722 0.06741 -0.68773 0.074
C 0.65145 -7.47172 -0.98829 -0.095
O -0.52545 -8.28898 -0.85453 -0.233
P -1.17087 -8.48038 0.63408 0.459
O -2.48119 -9.17993 0.66941 -0.245
O -0.03346 -9.19502 1.52284 -0.223
C 0.12475 -10.59791 1.53025 -0.112
O -1.22789 -6.94062 1.19959 -0.233
C -2.35716 -6.11635 0.76382 -0.085
H 0.37837 -6.83300 -1.82827 0.080
H 1.49851 -8.13984 -1.14386 0.092
H 0.82780 -6.73182 -0.20756 0.085
H -0.09490 -11.07641 0.57585 0.091
H -0.39982 -11.04596 2.37416 0.096
H 1.19180 -10.81082 1.59478 0.086
H -2.03798 -5.11338 0.48052 0.063
H -3.04663 -5.93134 1.58753 0.086
H -2.96664 -6.42662 -0.08492 0.091
C 3.09478 2.02743 -7.10672 -0.108
O 3.73604 2.16041 -5.85234 -0.224
P 2.96676 2.89987 -4.63264 0.509
O 2.05129 4.03706 -5.07653 -0.261
O 2.26162 1.66793 -3.80858 -0.243
C 1.09267 1.08682 -4.27663 -0.121
O 4.16369 3.29701 -3.64878 -0.214
C 5.06373 2.28238 -3.25164 -0.094
H 2.07063 2.39983 -7.08354 0.082
H 3.17023 0.99978 -7.46217 0.090
H 3.69421 2.59920 -7.81514 0.091
H 1.33228 0.07350 -4.59892 0.089
H 0.64905 1.66783 -5.08518 0.089
H 0.33643 1.01923 -3.49457 0.074
H 4.56106 1.32112 -3.14489 0.080
H 5.37096 2.64690 -2.27142 0.080
H 5.84587 2.12029 -3.99331 0.099
C -1.25247 -2.06636 0.45710 -0.111
O 0.05321 -1.46791 0.39292 -0.229
P 0.25681 0.18535 0.44876 0.565
O -0.02506 0.88291 1.75164 -0.255
O 1.75204 0.39131 -0.14022 -0.226
C 2.43844 1.66542 -0.24016 -0.064
O -0.60128 0.65987 -0.92101 -0.262
C -0.99641 2.03419 -1.03963 -0.106
H -2.01773 -1.31575 0.65476 0.062
H -1.34844 -2.72334 1.32155 0.086
H -1.50428 -2.60103 -0.45878 0.072
H 2.66244 1.95734 -1.26617 0.075
H 3.41247 1.60467 0.24531 0.066
H 2.00590 2.47225 0.35149 0.084
H -1.00271 2.53293 -0.07045 0.067
H -1.96827 2.06208 -1.53241 0.082
H -0.25259 2.61512 -1.58494 0.081
```

Summary:
HOMO level = -10.4970 eV
SMILES string = CCOC(=O)C(F)(F)F.CCOC(=O)C(F)(F)F.CCOC(=O)C(F)(F)F.CCOC(=O)C(F)(F)F.CCOC(=O)C(F)(F)F.COP(=O)(OC)OC.COP(=O)(OC)OC.COP(=O)(OC)OC.COP(=O)(OC)OC
Frontier orbital gap = 10.8 eV
LUMO energy = 0.270 eV
Net charge = 0
Total energy = -165333.556 eV
F_max = 0.0906 Eh/bohr

---

(2)
ORCA calculation (ωB97M-V with the def2-TZVPD basis set) on a cluster of 5 separate species, C32H61FNO8S in total.

Structure (XYZ):
```
104
Properties=species:S:1:pos:R:3:lowdin_charge:R:1
C 7.33614 -0.40788 1.19596 -0.106
C 5.97378 -0.93309 0.74246 -0.223
C 5.39409 -0.12517 -0.41849 -0.185
O 3.98673 0.11693 -0.25033 -0.150
C 3.14240 -0.59484 -1.11126 -0.161
C 1.80571 -0.78236 -0.41863 -0.140
C 0.87820 -1.85982 -1.01587 -0.160
C 1.16586 -3.31753 -0.65650 -0.014
C 1.84974 -4.09208 -1.76020 -0.436
O 2.39807 -3.67904 -2.72349 0.170
F 1.75049 -5.41674 -1.53238 0.118
C -0.46852 -1.35969 -0.46122 -0.269
O -1.61977 -1.90652 -0.99495 -0.051
C -2.39504 -2.70580 -0.10811 -0.142
C -3.23641 -1.88336 0.86349 -0.400
C -4.20744 -0.95628 0.14747 -0.015
O -3.97932 -2.76379 1.69973 -0.027
C -0.30467 0.11482 -0.63588 0.116
N 0.92607 0.43280 -0.54684 0.039
C 1.49464 1.78815 -0.57720 -0.113
C 0.47615 2.87582 -0.31538 -0.244
C -0.35748 2.73210 0.95361 -0.564
S 0.71357 2.81852 2.42422 0.751
H 7.28790 0.66490 1.41042 0.076
H 7.66803 -0.91060 2.10785 0.074
H 8.09904 -0.56741 0.42761 0.079
H 6.08344 -1.97870 0.43304 0.108
H 5.26059 -0.88698 1.57296 0.111
H 5.56711 -0.63517 -1.36772 0.115
H 5.87705 0.85588 -0.48803 0.127
H 3.54730 -1.58501 -1.36140 0.138
H 2.98610 -0.04950 -2.05701 0.147
H 1.98231 -0.96746 0.65062 0.184
H 0.90972 -1.73444 -2.10586 0.172
H 1.79153 -3.40841 0.24032 0.153
H 0.23356 -3.84799 -0.43657 0.124
H -0.41254 -1.49561 0.63920 0.186
H -3.05374 -3.31021 -0.73928 0.152
H -1.73936 -3.38694 0.45708 0.130
H -2.57719 -1.29879 1.52648 0.145
H -5.04541 -1.54294 -0.23881 0.103
H -4.60999 -0.22252 0.85071 0.073
H -3.71688 -0.41569 -0.66790 0.070
H -3.67359 -3.67319 1.59879 0.097
H -1.08829 0.85208 -0.81234 0.144
H 2.32325 1.79238 0.13406 0.123
H 1.93476 1.92551 -1.56999 0.148
H -0.19403 3.02343 -1.17093 0.123
H 1.05175 3.80691 -0.25050 0.115
H -0.97406 1.83202 0.98050 0.050
H -1.05028 3.57712 0.96828 0.064
H -0.12736 2.27654 3.31451 -0.139
C -4.98563 2.01200 -2.26949 -0.154
C -5.43111 2.88025 -1.09441 -0.148
C -4.42126 2.49544 -0.02354 -0.190
O -3.20820 2.17182 -0.72082 -0.188
C -3.47224 2.06438 -2.12599 -0.208
H -5.32482 2.38070 -3.23578 0.119
H -5.34688 0.98897 -2.14742 0.111
H -5.33406 3.93742 -1.34840 0.117
H -6.45758 2.69773 -0.78203 0.120
H -4.75492 1.61858 0.54027 0.088
H -4.21077 3.30146 0.68016 0.120
H -3.05615 2.93908 -2.63648 0.119
H -2.97555 1.16971 -2.50959 0.110
C 7.14464 -4.76130 -4.34891 -0.165
C 6.05861 -3.93864 -5.04004 -0.162
C 5.55965 -3.06875 -3.89513 -0.213
O 6.68717 -2.85115 -3.03919 -0.162
C 7.75507 -3.73427 -3.40604 -0.200
H 7.87613 -5.18228 -5.03643 0.114
H 6.69652 -5.58027 -3.78264 0.115
H 6.49603 -3.32050 -5.82626 0.116
H 5.26625 -4.54176 -5.48011 0.114
H 4.77471 -3.57589 -3.32737 0.092
H 5.17901 -2.10004 -4.22739 0.116
H 8.54069 -3.15642 -3.90207 0.118
H 8.16945 -4.17420 -2.49840 0.117
C -0.94064 7.63293 0.88951 -0.157
C -2.08028 7.24956 -0.05361 -0.163
C -1.32081 6.64609 -1.22792 -0.195
O -0.14487 6.04448 -0.67472 -0.165
C 0.02735 6.47892 0.67960 -0.204
H -1.24916 7.73733 1.92819 0.116
H -0.48519 8.57235 0.57164 0.118
H -2.71954 6.49640 0.41356 0.108
H -2.70528 8.09097 -0.34772 0.115
H -1.02398 7.41522 -1.94715 0.121
H -1.88815 5.87922 -1.75840 0.109
H -0.20738 5.63776 1.34304 0.089
H 1.07084 6.75742 0.83020 0.123
C -5.83208 -3.24682 4.61705 -0.172
C -6.22832 -2.22200 5.67802 -0.168
C -5.44665 -2.71793 6.88800 -0.203
O -4.25488 -3.31573 6.37295 -0.140
C -4.36818 -3.48667 4.96195 -0.221
H -5.96529 -2.89870 3.59403 0.098
H -6.40881 -4.16486 4.74823 0.116
H -5.88749 -1.22572 5.38708 0.112
H -7.30049 -2.17530 5.86265 0.112
H -6.01446 -3.47072 7.44413 0.119
H -5.16621 -1.92039 7.57673 0.116
H -3.72315 -2.75923 4.45709 0.102
H -4.02538 -4.49103 4.70309 0.116
```

Summary:
HOMO level = -10.9127 eV
Frontier orbital gap = 7.5 eV
LUMO energy = -3.437 eV
Net charge = +1
Total energy = -65588.118 eV
F_max = 0.0107 Eh/bohr

---

(3)
ORCA calculation (ωB97M-V with the def2-TZVPD basis set) on a structure of composition C32H61GeNO9P2S2W in a non-equilibrium geometry.

Structure (XYZ):
```
109
Properties=species:S:1:pos:R:3:lowdin_spin:R:1
W 0.21947 -0.05616 -0.02386 0.469
C 1.39500 -2.62681 -2.56448 0.003
C 1.87240 -2.83759 -1.15375 0.015
C 1.50730 -4.22888 -0.66754 0.006
C 3.36393 -2.59384 -1.03624 0.000
O 1.07938 -1.95426 -0.13396 0.061
Ge 1.28932 -1.87644 1.74868 0.163
O -1.34893 -0.80523 0.29317 0.003
C -2.58293 -1.11903 1.15178 0.000
C -3.36078 0.17402 1.25679 0.000
C -3.33477 -2.19958 0.42182 0.000
C -2.05899 -1.57237 2.49402 -0.001
O 0.35729 0.99392 1.40237 0.150
C 0.61885 2.06687 2.44725 0.008
C 1.78161 2.87106 1.91441 0.000
C -0.67044 2.86175 2.50187 0.002
C 0.90610 1.36494 3.75217 0.005
H 1.82695 -3.42554 -3.16971 0.001
H 0.31489 -2.71425 -2.62296 0.000
H 1.72477 -1.67901 -2.97728 0.000
H 2.01687 -4.96683 -1.28748 0.000
H 1.82699 -4.39227 0.36342 0.005
H 0.43298 -4.40094 -0.74218 0.000
H 3.87236 -3.25988 -1.73427 0.000
H 3.63601 -1.58383 -1.31565 0.000
H 3.73811 -2.82200 -0.03864 0.000
H -3.94324 0.37309 0.35593 0.000
H -4.05891 0.08552 2.08842 0.000
H -2.69989 1.01773 1.45514 0.000
H -3.66637 -1.84691 -0.55620 0.000
H -2.73539 -3.10438 0.31747 0.000
H -4.22824 -2.44755 0.99584 0.000
H -1.45773 -0.79386 2.96622 0.000
H -2.91536 -1.77400 3.13693 0.000
H -1.48244 -2.49203 2.41588 0.000
H 1.59300 3.18928 0.88820 0.000
H 1.90126 3.76319 2.52951 0.000
H 2.71361 2.30613 1.97006 0.000
H -0.90280 3.30868 1.53739 0.000
H -1.49652 2.22707 2.82560 0.000
H -0.56007 3.65614 3.23956 0.000
H 1.87253 0.86545 3.75052 0.000
H 0.91542 2.11951 4.53969 0.001
H 0.11559 0.65432 3.99895 0.000
S 3.24819 -0.62980 1.91693 0.022
C 3.32648 0.21938 0.43390 0.006
N 2.39532 0.34881 -0.49572 0.000
C 2.95238 0.95648 -1.67104 0.001
C 2.43450 1.10112 -2.95272 -0.001
C 3.20461 1.69631 -3.93933 0.001
C 4.48705 2.18332 -3.69233 0.000
C 5.02976 2.03566 -2.43023 0.001
C 4.25980 1.41051 -1.46105 0.001
S 4.81862 0.96442 0.11389 0.010
H 1.46102 0.76679 -3.23826 0.000
H 2.77996 1.77753 -4.93173 0.000
H 5.06466 2.64702 -4.47963 0.000
H 6.03547 2.36688 -2.20689 0.000
C -4.12062 4.86522 -0.84392 0.000
C -4.29700 3.37094 -0.78540 0.000
C -4.99909 2.79837 -1.99369 0.000
O -2.96798 2.70854 -0.56997 0.001
P -1.83819 2.27041 -1.52422 0.003
O -0.66925 1.83562 -0.64754 0.028
C -2.42486 0.85531 -2.48359 0.001
P -1.11631 -0.19242 -3.11427 0.005
O -0.04169 -0.23665 -2.01706 0.025
O -0.44691 0.44970 -4.34074 0.000
C -1.02111 0.41813 -5.74072 0.000
C -0.24006 -0.60711 -6.51756 0.000
C -0.91586 1.82574 -6.25839 0.000
O -1.65137 -1.54950 -3.55527 0.000
C -2.66564 -2.60549 -3.22035 0.000
C -2.28949 -3.80031 -4.05826 0.000
C -4.04705 -2.07801 -3.51183 0.000
O -1.52466 3.34443 -2.57529 0.001
C -0.53892 4.48773 -2.55193 0.000
C -0.55973 5.19332 -1.21966 0.000
C 0.81166 3.94573 -2.93801 0.000
H -5.10381 5.33148 -0.77573 0.000
H -3.66903 5.17539 -1.78758 0.000
H -3.52431 5.22512 -0.00671 0.000
H -4.81982 3.09041 0.12620 0.000
H -4.46316 3.04533 -2.91383 0.000
H -5.98681 3.25304 -2.06847 0.000
H -5.14478 1.71959 -1.91611 0.000
H -3.06745 1.19246 -3.29928 0.000
H -3.03793 0.25097 -1.80762 0.000
H -2.06598 0.11610 -5.63756 0.000
H 0.80834 -0.31463 -6.58751 0.000
H -0.64141 -0.67321 -7.52922 0.000
H -0.31039 -1.59202 -6.05726 0.000
H 0.12952 2.12763 -6.33624 0.000
H -1.44810 2.52955 -5.61755 0.000
H -1.35577 1.87188 -7.25495 0.000
H -2.51679 -2.81377 -2.16118 0.000
H -2.42894 -3.58717 -5.11823 0.000
H -2.93626 -4.63681 -3.79215 0.000
H -1.25804 -4.10173 -3.88323 0.000
H -4.16048 -1.84890 -4.57189 0.000
H -4.30319 -1.19568 -2.92310 0.000
H -4.77007 -2.85616 -3.26216 0.000
H -0.94009 5.12340 -3.33697 0.000
H -0.27894 4.51223 -0.41179 0.000
H -1.52759 5.63772 -1.00213 0.000
H 0.17727 5.99627 -1.24673 0.000
H 1.20668 3.29945 -2.15255 0.000
H 1.50715 4.77326 -3.07984 0.000
H 0.75472 3.38511 -3.87102 0.000
```

Summary:
HOMO level (spin up / spin down) = -15.9468 / -16.0558 eV
2S+1 = 2
Frontier orbital gap (spin up / spin down) = 6.5 / 6.1 eV
LUMO energy (spin up / spin down) = -9.448 / -9.967 eV
Net charge = +3
Total energy = -152665.975 eV
F_max = 0.0454 Eh/bohr